<a>
# C4H4N2O2

A single C4H4N2O2 molecule (ωB97M-V with the def2-TZVPD basis set, the Open Molecules 2025 dataset).

Calculated values
Kohn-Sham gap	9.734	eV

Last column: Mulliken charge in e.
Geometry (Å):
1 C 0.688 -1.001 -0.299  0.590
2 C -0.672 1.236 1.195  0.112
3 C -1.146 0.408 -1.055  -0.077
4 C -0.576 -0.827 -0.927  -0.389
5 H -1.118 1.785 1.978  0.403
6 H -1.323 2.362 -0.431  0.303
7 H -2.093 0.549 -1.762  0.244
8 H -0.968 -1.616 -1.689  0.262
9 N 0.187 0.380 1.622  -0.459
10 N -0.993 1.410 -0.065  -0.208
11 O 1.535 -1.679 -0.913  -0.559
12 O 1.139 -0.136 0.604  -0.221


<b>
# C4H4N2O2

A single C4H4N2O2 molecule (ωB97M-V with the def2-TZVPD basis set, the Open Molecules 2025 dataset).

Calculated values
Kohn-Sham gap	9.072	eV

Last column: Mulliken charge in e.
Geometry (Å):
1 C -0.135 -0.906 -0.439  0.593
2 C -0.613 -0.416 0.723  -0.583
3 C 0.525 1.619 0.295  0.033
4 C 0.732 -0.060 -1.305  0.410
5 H -0.915 -2.637 -0.291  0.293
6 H -1.254 -0.971 1.405  0.276
7 H -0.618 1.257 1.959  0.216
8 H 0.749 2.615 0.670  0.364
9 N -0.270 0.871 1.098  -0.075
10 N 1.016 1.229 -0.826  -0.519
11 O -0.390 -2.138 -0.931  -0.460
12 O 1.174 -0.462 -2.358  -0.547


The calculated energies rank the structures as follows, beginning with the most stable: <b>, <a>.


<a>
# CH8N2O2

A 3-piece molecular cluster, CH8N2O2 overall (ωB97M-V with the def2-TZVPD basis set, the Open Molecules 2025 dataset).

Calculated values
Kohn-Sham gap	10.328	eV

Last column: Mulliken charge in e.
Geometry (Å):
1 N 1.151 -0.892 0.792  -0.300
2 C 1.720 -0.137 -0.164  0.019
3 N 1.197 0.674 -1.002  -0.650
4 H 0.245 -0.681 1.198  0.210
5 H 1.706 -1.567 1.260  0.203
6 H 2.778 -0.399 -0.297  0.272
7 H 1.907 1.239 -1.458  0.184
8 H -1.906 -0.208 0.439  0.427
9 H -2.549 -0.360 1.824  0.319
10 O -1.845 -0.728 1.259  -0.697
11 H -1.922 1.458 -1.740  0.344
12 H -0.748 0.795 -1.061  0.406
13 O -1.735 0.807 -1.049  -0.738


<b>
# CH8N2O2

A 3-piece molecular cluster, CH8N2O2 overall (ωB97M-V with the def2-TZVPD basis set, the Open Molecules 2025 dataset).

Calculated values
Kohn-Sham gap	9.870	eV

Last column: Mulliken charge in e.
Geometry (Å):
1 N -0.084 1.191 0.722  -0.362
2 C 0.679 0.176 1.223  0.134
3 N 1.938 0.065 1.039  -0.669
4 H 0.205 1.779 -0.045  0.189
5 H -0.791 1.605 1.300  0.201
6 H 0.110 -0.583 1.766  0.294
7 H 2.206 -0.830 1.439  0.245
8 H -1.549 -3.607 0.339  0.315
9 H -2.906 -4.040 0.075  0.313
10 O -2.276 -3.435 -0.291  -0.630
11 H 1.010 1.736 -2.245  0.319
12 H 0.086 2.570 -3.044  0.302
13 O 0.263 2.353 -2.147  -0.652


The calculated energies rank the structures as follows, beginning with the most stable: <a>, <b>.